Entry from the Open Molecules 2025 dataset: a 2-piece molecular cluster, C15H18O overall at a distorted geometry (ωB97M-V with the def2-TZVPD basis set).

```
34
Properties=species:S:1:pos:R:3
C 0.430 -3.274 -2.826
C -1.735 0.286 -1.703
C -2.137 -0.979 -1.248
C -0.540 0.361 -2.383
C -1.565 -2.162 -1.700
C 0.192 -0.789 -2.686
C -0.366 -2.034 -2.407
H -2.469 1.044 -1.460
H -3.080 -0.945 -0.711
H -0.013 1.281 -2.613
H -1.899 -3.127 -1.345
H 1.030 -0.707 -3.364
H 1.444 -3.289 -2.444
H 0.345 -3.540 -3.885
H -0.304 -4.058 -2.469
C -0.192 -0.613 1.692
C 0.740 -1.665 2.327
C 0.220 0.823 1.592
C -0.400 1.770 2.418
C 1.277 1.213 0.783
C -0.013 3.105 2.331
C 1.684 2.541 0.641
C 1.078 3.408 1.526
O 1.493 4.719 1.538
H -0.394 -0.923 0.658
H -1.193 -0.713 2.140
H 1.718 -1.234 2.534
H -1.355 1.606 2.919
H 1.812 0.459 0.202
H -0.500 3.823 2.987
H 2.364 2.954 -0.089
H 1.164 5.253 2.268
H 0.899 -2.459 1.593
H 0.264 -2.134 3.182
```

For the HOMO energy, the calculation gives -8.2 eV. The calculation puts the LUMO energy at 0.864 eV. As for the structure (SMILES): CCc1ccc(O)cc1.Cc1ccccc1. As for the frontier orbital gap: 9.067 eV. For the energy above the lowest of the compared OMol25 structures with the same formula, charge and spin, the calculation gives 126.1 kJ/mol.

---

Entry from the Open Molecules 2025 dataset: C15H19B11Br6N3O2Rh as an isolated structure at a distorted geometry (ωB97M-V with the def2-TZVPD basis set).

```
57
Properties=species:S:1:pos:R:3
Rh -0.188 1.020 1.192
Br -2.390 1.358 2.157
B -1.721 1.980 3.951
B -2.727 2.441 5.348
C -1.622 3.522 6.058
B -1.741 3.686 4.420
B -0.175 4.031 5.302
B -0.054 2.975 6.791
B -1.793 1.907 6.826
B -1.766 0.879 5.372
Br -2.565 -0.875 5.263
B -0.127 1.150 6.244
Br 0.742 -0.244 7.217
B 0.817 2.483 5.321
Br 2.722 2.433 5.152
B -0.240 2.914 3.922
Br 0.573 3.214 2.094
B -0.233 1.256 4.496
Br 0.578 -0.112 3.291
H -3.898 2.550 5.395
H -0.987 2.517 5.905
H -2.305 4.562 3.870
H 0.241 5.131 5.323
H 0.247 3.344 7.865
H -2.231 1.789 7.911
C -4.002 -10.735 -1.436
C -3.643 -9.384 -1.107
C -2.565 -9.138 -0.152
C -2.235 -7.890 0.194
C -2.986 -6.751 -0.363
N -2.735 -5.560 0.086
C -3.646 -4.370 -0.189
O -4.800 -4.547 0.007
N -3.055 -3.269 -0.720
C -1.752 -2.697 -0.526
C -0.634 -3.166 -1.201
C 0.570 -2.497 -1.044
C 0.597 -1.345 -0.281
N -0.497 -0.862 0.331
C -1.651 -1.539 0.240
C -4.029 -6.996 -1.379
C -4.338 -8.257 -1.711
H -3.094 -11.321 -1.674
H -4.773 -10.848 -2.191
H -4.309 -11.235 -0.489
H -2.047 -9.990 0.272
H -1.444 -7.694 0.910
H -2.051 -5.473 0.838
H -3.774 -2.607 -1.001
H -0.704 -4.020 -1.864
H 1.471 -2.828 -1.541
H 1.520 -0.781 -0.173
H -2.511 -1.136 0.760
H -4.549 -6.160 -1.826
H -5.113 -8.464 -2.439
O -1.012 2.505 -1.376
C -0.712 1.962 -0.450
```

For the HOMO energy (alpha / beta), the calculation gives -17.7 / -17.8 eV. The calculation puts the LUMO energy (alpha / beta) at -15.168 / -15.168 eV. As for the frontier orbital gap (alpha / beta): 2.542 / 2.657 eV. As for the net charge: +4. For the energy above the lowest of the compared OMol25 structures with the same formula, charge and spin, the calculation gives 0.0 kJ/mol.

---

Entry from the Open Molecules 2025 dataset: C15H19BClF3O3Si2 as an isolated structure at a distorted geometry (ωB97M-V with the def2-TZVPD basis set).

```
44
Properties=species:S:1:pos:R:3
C -1.470 -2.557 2.602
C -0.980 -2.373 1.491
C -0.239 -1.744 0.246
Si -1.444 -0.997 -1.044
C -2.743 0.184 -0.239
C -2.040 1.479 0.342
C -2.155 2.850 -0.247
C -1.415 3.977 0.435
C -0.550 3.798 1.645
C -0.410 2.416 2.232
C 0.450 2.051 3.499
C -1.163 1.313 1.554
O -0.634 -0.036 -2.235
Si 0.893 -0.646 -2.688
Cl 0.869 -0.726 -4.830
C 2.310 0.588 -2.239
C 3.543 -0.155 -1.529
C 3.326 -0.404 0.007
F 3.227 0.684 0.890
C 3.262 -1.653 0.589
F 3.042 -2.794 -0.156
F 3.458 -1.785 1.959
B -2.413 -2.497 -1.865
O -1.870 -3.046 -3.091
O -3.587 -3.016 -1.237
H -1.629 -2.736 3.701
H 0.448 -0.890 0.578
H 0.441 -2.552 -0.156
H -3.355 -0.324 0.562
H -3.432 0.473 -1.104
H -2.775 3.020 -1.172
H -1.503 5.023 0.018
H 0.017 4.642 2.135
H 0.187 2.692 4.405
H 0.190 0.980 3.784
H 1.557 2.056 3.275
H -1.086 0.283 2.000
H 1.218 -1.962 -2.142
H 1.944 1.418 -1.552
H 2.710 1.037 -3.209
H 4.448 0.515 -1.648
H 3.781 -1.134 -2.054
H -1.172 -3.684 -2.822
H -3.258 -3.770 -0.691
```

For the HOMO energy, the calculation gives -8.5 eV. The calculation puts the LUMO energy at 0.175 eV. As for the frontier orbital gap: 8.675 eV.

---

Entry from the Open Molecules 2025 dataset: C15H19BI2N6O4PtS2 as an isolated structure (ωB97M-V with the def2-TZVPD basis set).

```
50
Properties=species:S:1:pos:R:3
Pt 0.272 -0.090 -0.432
C -1.484 -0.340 4.164
N -0.969 -1.569 3.558
C -1.329 -2.834 3.940
C -0.648 -3.695 3.140
N 0.133 -2.959 2.287
B 0.985 -3.617 1.138
N 2.385 -2.936 1.088
C 3.348 -3.079 2.039
C 4.358 -2.205 1.758
N 3.992 -1.527 0.634
C 4.815 -0.497 -0.008
C 2.786 -1.986 0.239
S 1.957 -1.483 -1.187
C -0.082 -1.663 2.546
S 0.730 -0.291 1.853
H -2.322 0.042 3.584
H -0.700 0.408 4.211
H -1.818 -0.572 5.172
H -2.015 -3.013 4.749
H -0.652 -4.770 3.108
H 1.085 -4.778 1.396
H 0.437 -3.433 0.069
H 3.259 -3.798 2.835
H 5.299 -2.030 2.250
H 5.742 -0.945 -0.358
H 5.026 0.286 0.716
H 4.269 -0.077 -0.844
I -1.647 -1.920 -0.479
C -3.105 -0.369 -0.650
I -2.184 1.417 0.040
H -3.950 -0.613 -0.016
H -3.398 -0.251 -1.687
C -1.345 -0.447 -4.068
C -0.308 0.516 -3.621
N 0.247 0.647 -2.419
C 1.185 1.659 -2.506
C 1.189 2.154 -3.770
N 0.244 1.429 -4.437
C 1.933 3.214 -4.530
O 2.857 3.889 -3.886
O 1.594 3.416 -5.662
C 1.971 2.016 -1.316
O 2.841 2.853 -1.324
O 1.647 1.338 -0.224
H -1.629 -1.109 -3.256
H -0.962 -1.061 -4.883
H -2.227 0.080 -4.433
H 0.042 1.593 -5.419
H 2.989 3.576 -2.963
```

For the HOMO energy, the calculation gives -14.8 eV. The calculation puts the LUMO energy at -8.320 eV. As for the frontier orbital gap: 6.462 eV. As for the net charge: +2. For the energy above the lowest of the compared OMol25 structures with the same formula, charge and spin, the calculation gives 0.0 kJ/mol.

---

Entry from the Open Molecules 2025 dataset: C15H19Br30FN3O2 as an isolated structure at a distorted geometry (ωB97M-V with the def2-TZVPD basis set).

```
70
Properties=species:S:1:pos:R:3
C -3.029 -1.164 -6.971
C -2.730 -2.657 -6.959
C -1.808 -3.068 -5.800
N -2.443 -2.605 -4.551
N -1.413 -2.268 -3.607
C -1.386 -0.958 -3.452
O -2.339 -0.165 -3.574
N -0.084 -0.479 -3.034
C 0.706 -0.039 -4.086
O 0.525 0.864 -4.854
F 1.834 -0.780 -4.228
H -3.122 -0.776 -5.962
H -2.229 -0.618 -7.468
H -3.978 -0.991 -7.464
H -2.232 -2.908 -7.900
H -3.630 -3.271 -6.916
H -0.884 -2.499 -5.900
H -1.538 -4.132 -5.818
H -3.044 -3.347 -4.197
H -0.144 0.201 -2.267
C -1.230 0.386 1.109
Br -1.424 2.221 1.679
Br -1.807 0.121 -0.704
Br 0.579 -0.242 1.380
H -1.867 -0.211 1.746
C -1.399 -7.279 -3.590
Br -2.810 -8.601 -3.615
Br 0.010 -7.729 -4.830
Br -2.063 -5.500 -3.883
H -0.966 -7.304 -2.601
C 2.624 1.367 4.176
Br 3.074 3.115 3.508
Br 4.203 0.366 4.652
Br 1.378 1.455 5.637
H 2.133 0.835 3.375
C -6.132 1.107 -5.643
Br -5.691 2.236 -4.146
Br -5.252 1.701 -7.253
Br -5.796 -0.747 -5.246
H -7.193 1.209 -5.814
C 0.725 -1.488 -10.038
Br -0.748 -0.515 -10.816
Br 0.738 -1.343 -8.125
Br 0.747 -3.327 -10.619
H 1.632 -1.031 -10.402
C 6.537 3.835 4.901
Br 5.501 5.396 5.333
Br 7.624 4.119 3.336
Br 7.578 3.232 6.403
H 5.836 3.046 4.661
C -0.934 -1.902 7.561
Br -1.250 -0.081 8.110
Br -1.449 -2.184 5.730
Br 0.890 -2.427 7.882
H -1.563 -2.531 8.173
C 2.864 6.884 1.521
Br 3.214 8.638 0.805
Br 4.493 5.963 1.971
Br 1.659 6.952 3.022
H 2.376 6.314 0.744
C -2.312 1.595 11.432
Br -3.887 0.508 11.225
Br -2.750 3.383 11.996
Br -1.029 0.770 12.606
H -1.848 1.672 10.460
C 5.516 1.510 9.516
Br 5.210 3.354 9.983
Br 4.950 1.132 7.716
Br 7.355 1.001 9.803
H 4.912 0.909 10.178
```

For the HOMO energy, the calculation gives -4.3 eV. The calculation puts the LUMO energy at 0.746 eV. As for the frontier orbital gap: 5.083 eV. As for the net charge: -1.

---

Entry from the Open Molecules 2025 dataset: C15H19Cl2MgN3O3 as an isolated structure (ωB97M-V with the def2-TZVPD basis set).

```
43
Properties=species:S:1:pos:R:3
Mg 0.278 0.236 1.115
Cl -4.388 0.589 2.671
C -3.490 -0.848 2.313
C -4.075 -2.099 2.569
C -3.406 -3.259 2.313
Cl -4.172 -4.784 2.645
C -2.093 -3.221 1.795
C -1.286 -4.349 1.544
C -0.006 -4.193 1.091
C 0.489 -2.902 0.870
N -0.247 -1.829 1.065
C -1.523 -1.957 1.530
C -2.221 -0.716 1.772
O -1.627 0.412 1.523
H -5.075 -2.130 2.980
H -1.692 -5.335 1.731
H 0.632 -5.047 0.913
H 1.508 -2.746 0.540
C 1.121 3.971 -2.277
C 1.842 3.717 -0.957
C 3.340 3.950 -1.122
C 1.297 4.643 0.140
N 1.718 2.290 -0.598
N 0.388 1.858 -0.293
H 1.276 5.002 -2.596
H 0.044 3.816 -2.183
H 1.506 3.304 -3.050
H 3.535 4.987 -1.397
H 3.741 3.295 -1.896
H 3.865 3.740 -0.187
H 1.518 5.683 -0.103
H 1.756 4.404 1.102
H 0.212 4.569 0.248
H 2.266 2.118 0.242
H -0.088 1.653 -1.166
H -0.162 2.591 0.159
C 3.996 1.751 2.934
O 2.780 1.619 2.180
C 2.137 0.392 2.257
O 2.643 -0.475 2.941
H 4.345 2.767 2.769
H 4.739 1.032 2.593
H 3.809 1.582 3.992
```

For the HOMO energy, the calculation gives -7.7 eV. The calculation puts the LUMO energy at -0.228 eV. As for the frontier orbital gap: 7.502 eV. For the energy above the lowest of the compared OMol25 structures with the same formula, charge and spin, the calculation gives 6.9 kJ/mol.